Entry 1:
49
Properties=species:S:1:pos:R:3:forces:R:3 method="wB97M-V/def2-TZVPD" total_energy_ha=-1001.04686 charge=0 spin_multiplicity=1 de_lowest_kj_mol=198.2 e_homo_ev=-8.8 homo_lumo_gap_ev=8.823 fmax_ha_per_bohr=0.0930
C 2.080452 0.559844 -1.315780 2.0 -0.6 1.5
C 0.933005 0.566914 -0.642427 1.1 1.3 0.0
C -0.425677 0.463776 -1.204187 -1.5 1.8 -0.2
C -0.598390 0.036446 -2.651842 -0.5 -1.7 0.8
C 1.047055 0.948459 0.819941 -0.3 -3.9 0.6
C 1.386312 2.330252 1.090928 0.9 3.4 1.0
C 1.006803 -0.017439 1.806888 0.1 2.0 -2.9
C 0.983089 -1.485527 1.686591 -3.0 -0.6 -1.3
H 2.219391 0.410367 -2.395219 -0.1 0.0 0.6
H 3.006987 0.610702 -0.589226 -1.5 0.0 -2.2
H -0.890331 -0.179042 -0.484059 -1.1 -0.6 0.1
H -1.009274 1.450174 -1.141180 1.1 -1.0 0.5
H 0.171006 0.467650 -3.238175 0.4 1.0 -0.9
H -1.651053 0.263095 -3.015013 1.5 -0.5 0.2
H -0.320665 -1.047046 -2.703389 -0.8 0.5 -0.2
H 2.442119 2.655195 0.700154 -2.1 -0.6 0.2
H 0.596359 3.100798 0.824741 0.9 -0.9 -0.4
H 1.481020 2.560302 2.166080 0.0 -0.6 -0.1
H 0.931939 0.385657 2.753651 0.3 0.7 2.2
H 0.700630 -1.992293 2.631597 0.2 0.3 -0.6
H 1.859587 -1.907120 1.279135 1.4 -0.4 0.0
H 0.212330 -1.804783 0.879113 0.9 0.5 1.5
O -3.199491 3.377402 0.729285 -0.5 -0.2 1.3
H -3.119145 3.714945 1.653271 0.1 -0.4 -1.3
H -2.405828 3.629604 0.234905 0.1 0.3 0.3
O -1.181229 4.502920 -0.601725 1.8 -0.3 -0.9
H -0.253425 4.145294 -0.612495 -1.2 0.4 0.2
H -1.322491 4.603644 -1.560142 -0.2 0.0 0.3
O -2.855203 -1.815479 1.207079 -2.1 -3.3 -1.5
H -2.835120 -2.748998 1.629276 0.1 2.3 -0.9
H -3.450994 -2.085331 0.368974 2.2 1.1 2.7
O -0.815628 3.399907 -3.410970 2.4 -1.4 -2.4
H -0.150766 2.950512 -4.095407 -2.0 1.6 2.3
H -1.559264 2.800224 -3.470083 -0.4 -0.2 0.1
O 5.232706 -0.901048 -0.128505 -1.6 -1.7 2.3
H 4.794879 -1.776775 0.197927 1.1 1.7 -1.3
H 4.962058 -0.388474 0.667409 0.6 0.2 -0.9
O 0.405420 -4.277926 1.039654 -1.2 0.3 -1.4
H 1.125657 -4.266083 0.420456 0.6 0.1 -0.6
H 0.794677 -4.600500 1.815801 0.7 -0.7 1.9
O -2.232341 -3.836111 -0.193960 -2.8 1.5 2.7
H -1.374129 -3.756391 0.124079 2.6 0.2 1.1
H -2.182956 -4.241299 -0.984169 0.2 -2.3 -4.2
O 3.430956 -3.004384 -0.314921 -0.8 0.4 0.2
H 2.981327 -2.241587 -0.734672 0.3 -0.4 0.2
H 4.043667 -3.331062 -0.968611 0.3 -0.2 -0.5
O -3.923319 0.285808 2.445750 0.3 1.2 -0.8
H -3.656155 0.921096 1.722145 -0.4 -1.0 1.2
H -3.512907 -0.567538 2.208948 -0.1 0.5 -0.2

***

Entry 2:
19
Properties=species:S:1:pos:R:3:forces:R:3 method="wB97M-V/def2-TZVPD" total_energy_ha=-198.87848 charge=0 spin_multiplicity=1 de_lowest_kj_mol=28.0 smiles=CCC.CC e_homo_ev=-11.3 homo_lumo_gap_ev=12.402 fmax_ha_per_bohr=0.0259
C 0.354915 -2.900450 1.227960 0.7 0.3 0.4
C 0.095587 -2.314591 -0.146190 -0.2 -0.3 -0.5
C -0.890738 -1.155009 -0.169974 -0.4 0.7 1.1
H -0.549932 -3.216746 1.741741 -0.1 -0.2 -0.1
H 0.845022 -2.173847 1.877884 -0.2 0.3 0.1
H 1.095568 -3.706960 1.195905 -0.4 -0.2 -0.2
H 1.041242 -1.972534 -0.572267 0.0 -0.1 -0.1
H -0.267369 -3.110855 -0.807758 0.1 0.1 0.1
H -1.589924 -1.159859 0.678639 0.0 -0.5 -0.1
H -0.394628 -0.202268 0.016675 0.3 0.1 -0.4
H -1.509928 -1.063275 -1.058081 0.2 -0.1 -0.2
C -0.229021 3.177557 0.133657 -0.2 -0.5 0.3
C 0.706193 2.985834 -1.060738 0.3 -0.3 0.1
H -1.128780 2.556297 0.080921 0.1 0.1 -0.2
H 0.300939 2.842268 1.026150 -0.2 0.1 0.1
H -0.573905 4.191565 0.317712 0.2 0.2 -0.2
H 0.517812 2.046928 -1.592902 -0.2 0.2 0.0
H 0.710286 3.808050 -1.772678 -0.1 0.0 0.0
H 1.719238 2.869634 -0.676360 0.2 0.2 -0.2

***

Entry 3:
44
Properties=species:S:1:pos:R:3:forces:R:3 method="wB97M-V/def2-TZVPD" total_energy_ha=-1588.92911 charge=0 spin_multiplicity=1 de_lowest_kj_mol=0.0 smiles=FC(F)Oc1ccc(-c2csc(Cc3nnc4n3CCCCC4)n2)cc1 e_homo_ev=-8.4 homo_lumo_gap_ev=8.877 fmax_ha_per_bohr=0.0303
F 3.809076 6.875153 -1.912167 -0.1 0.0 0.3
C 4.869419 6.216300 -2.451056 0.1 1.3 -0.9
F 4.416510 5.778529 -3.656466 0.1 -0.3 -0.1
O 5.327415 5.229063 -1.683990 -0.1 -0.9 0.6
C 4.428804 4.175342 -1.400384 -0.1 0.0 -0.1
C 3.423715 4.337579 -0.459998 0.3 0.2 -0.1
C 2.589692 3.274884 -0.174544 0.0 -0.2 -0.1
C 2.749766 2.046869 -0.816825 0.3 0.4 -0.1
C 1.853618 0.950291 -0.474436 -0.1 -1.0 -0.3
C 1.875614 -0.324637 -0.972464 -0.2 0.1 0.2
S 0.643185 -1.286343 -0.268224 0.1 0.7 0.3
C 0.159496 0.120668 0.672314 0.1 -0.9 -0.4
C -0.980339 0.066949 1.632289 -0.2 0.0 0.1
C -1.314075 -1.325248 2.028131 -0.2 0.0 0.0
N -0.937088 -1.893879 3.136936 0.4 1.0 0.1
N -1.404938 -3.152061 3.143722 -0.3 -1.0 0.1
C -2.061196 -3.345329 2.036021 0.1 0.0 -0.2
N -2.039692 -2.209746 1.274689 0.4 -0.1 0.7
C -2.680693 -2.026424 0.002145 -0.5 0.2 -0.4
C -4.198125 -2.203537 0.099400 0.1 -0.2 -0.2
C -4.641468 -3.664917 0.167668 -0.1 0.2 0.3
C -4.264274 -4.383462 1.463023 0.0 -0.2 -0.3
C -2.755670 -4.591137 1.636741 -0.2 0.0 0.1
N 0.869201 1.158584 0.448223 -0.1 0.7 0.3
C 3.766399 1.905878 -1.761027 -0.2 0.1 0.2
C 4.601328 2.965582 -2.054870 0.1 0.3 0.0
H 5.673755 6.947330 -2.626676 -0.2 -0.3 0.1
H 3.298030 5.285547 0.039505 0.0 0.1 0.0
H 1.801738 3.378499 0.554159 0.0 0.0 0.1
H 2.533731 -0.758428 -1.696321 0.2 0.0 -0.2
H -1.851153 0.563904 1.190388 0.1 0.0 0.1
H -0.697016 0.619012 2.530577 -0.1 -0.1 -0.1
H -2.444360 -1.021703 -0.355785 0.1 -0.1 0.0
H -2.266099 -2.746430 -0.712628 0.0 0.1 0.0
H -4.647049 -1.746086 -0.784584 0.0 0.0 0.0
H -4.564866 -1.665796 0.977080 0.0 0.1 0.0
H -5.728567 -3.694342 0.063936 0.0 0.0 -0.1
H -4.217403 -4.207008 -0.681720 0.0 0.0 -0.1
H -4.746144 -5.363156 1.460770 0.0 0.0 0.1
H -4.649987 -3.827760 2.320406 0.0 0.0 0.1
H -2.569074 -5.323388 2.422247 0.1 0.0 -0.1
H -2.326922 -4.968982 0.703568 0.0 -0.1 0.0
H 3.907259 0.967711 -2.273949 0.0 -0.1 -0.1
H 5.388449 2.866126 -2.785826 0.1 0.0 -0.1